{"formula": "C12H20O3", "method": "ωB97M-V/def2-TZVPD", "species": ["C", "C", "C", "C", "C", "C", "C", "C", "C", "C", "C", "C", "O", "O", "O", "H", "H", "H", "H", "H", "H", "H", "H", "H", "H", "H", "H", "H", "H", "H", "H", "H", "H", "H", "H"], "positions_angstrom": [[1.1329, -0.2953, -0.5003], [1.9649, -1.2890, -0.6789], [-2.0917, 1.0595, -0.1371], [-2.9909, -0.1208, 0.4143], [0.2846, 0.6642, -0.6179], [-0.6251, 1.1289, 0.4249], [-2.7308, -1.4816, -0.0838], [-0.4384, 0.1104, 1.6347], [-0.2432, 2.6042, 0.9239], [-2.7128, -1.6925, -1.6194], [3.8869, 0.1719, -0.0161], [3.3536, -1.1479, -0.0959], [0.1228, 1.1927, -1.9218], [-2.2743, -2.3652, 0.6112], [3.4397, -1.8736, 1.1151], [-1.9903, 0.8488, -1.1909], [-2.6943, 1.8935, 0.0558], [-2.8296, -0.1527, 1.5078], [-4.0688, 0.1188, 0.0446], [-0.7592, -0.8637, 1.2333], [-1.0160, 0.5171, 2.3888], [0.6167, 0.0413, 1.8238], [-0.5825, 3.2381, 0.1431], [0.8178, 2.9038, 0.9779], [-0.7293, 2.9577, 1.8590], [-3.4516, -1.0757, -2.1275], [-2.9584, -2.7768, -1.8863], [-1.7778, -1.6116, -2.0672], [3.0684, 0.8090, 0.2128], [4.2344, 0.5446, -0.9796], [4.6704, 0.3978, 0.7198], [3.8766, -1.9040, -0.7694], [0.9685, 1.1299, -2.4053], [1.5831, -2.2629, -0.8133], [2.9441, -1.4189, 1.8202]], "forces_ev_per_a": [[0.5, -1.2, -0.7], [-0.2, 2.0, 2.1], [0.6, -2.7, 0.1], [-1.3, 1.4, 0.3], [0.1, 0.4, -2.1], [-0.2, 0.6, 2.6], [2.5, -1.0, -1.8], [0.4, 0.2, -3.6], [-0.3, -0.4, -0.3], [-2.9, -2.0, 0.6], [1.3, 2.7, -0.4], [0.4, -5.2, -1.8], [0.3, 0.7, 0.4], [-0.8, 0.0, 0.2], [-0.4, 0.1, 1.2], [-0.3, 0.6, -0.5], [-0.3, 1.6, 0.1], [-1.0, 0.1, -0.5], [1.6, -0.2, 1.1], [0.1, 0.3, 0.9], [-0.9, 0.2, 2.0], [0.4, 0.2, 0.7], [-0.6, 0.9, -0.7], [-0.1, -1.0, 0.2], [0.1, -0.7, -0.5], [0.2, 0.2, -0.1], [0.0, 1.3, 0.8], [1.9, 0.8, -0.4], [-0.8, 1.0, 0.5], [0.1, -0.1, -0.1], [-0.1, -0.7, -0.2], [0.4, 1.4, 0.6], [-0.6, -0.1, 0.5], [-0.2, -1.1, -0.5], [0.1, -0.1, -0.4]], "mulliken_charge": [-0.02, -0.77, -1.19, -0.67, -0.55, 2.81, 0.63, -2.44, -1.77, -1.21, -1.19, 0.42, -0.59, -0.59, -0.53, 0.47, 0.40, 0.33, 0.47, 0.55, 0.58, 0.47, 0.55, 0.30, 0.35, 0.38, 0.35, 0.26, 0.18, 0.30, 0.37, 0.27, 0.36, 0.38, 0.32], "smiles": "CC(=O)CCC(C)(C)C(O)=C=C[C@@H](C)O", "charge": 0, "e_homo_ha": -0.3282, "relative_energy_ev": 3.532}

***

{"formula": "C44H40N5OPS2V", "method": "ωB97M-V/def2-TZVPD", "species": ["V", "C", "C", "N", "N", "C", "N", "S", "C", "C", "C", "C", "C", "N", "H", "H", "H", "H", "H", "H", "H", "H", "H", "H", "C", "C", "C", "C", "C", "C", "C", "C", "S", "C", "N", "C", "C", "C", "C", "C", "C", "C", "C", "H", "H", "H", "H", "H", "H", "H", "H", "H", "H", "H", "H", "H", "H", "H", "H", "O", "C", "C", "C", "C", "C", "C", "C", "P", "C", "C", "C", "C", "C", "C", "C", "C", "C", "C", "C", "C", "H", "H", "H", "H", "H", "H", "H", "H", "H", "H", "H", "H", "H", "H"], "positions_angstrom": [[0.6172, -0.4479, 0.5428], [4.0952, 3.5058, -0.7876], [4.2912, 2.1128, -0.2622], [3.6563, 1.6332, 0.7344], [2.7414, 2.4599, 1.3265], [1.8905, 1.9783, 2.2446], [1.1143, 2.8740, 2.8615], [1.7712, 0.3316, 2.6513], [5.2679, 1.1951, -0.9123], [6.4089, 1.7017, -1.5203], [7.3239, 0.8183, -2.0750], [7.0639, -0.5362, -2.0067], [5.8884, -0.9457, -1.3871], [5.0023, -0.1144, -0.8584], [4.4357, 4.2597, -0.0710], [3.0334, 3.6669, -0.9968], [4.6264, 3.6655, -1.7212], [2.6678, 3.4283, 1.0419], [1.2126, 3.8679, 2.7315], [0.4269, 2.5312, 3.5117], [6.6076, 2.7648, -1.5373], [8.2258, 1.1892, -2.5434], [7.7466, -1.2651, -2.4201], [5.6538, -2.0016, -1.3122], [-4.8494, -0.7132, 4.9668], [-3.3729, -0.2993, 5.0413], [-3.1121, 0.4445, 6.3586], [-2.5156, -1.5649, 5.0213], [-3.0522, 0.6253, 3.8694], [-3.7681, 1.8304, 3.7228], [-3.5249, 2.7162, 2.6955], [-2.5345, 2.3906, 1.7724], [-1.9736, 3.2794, 0.3876], [-0.8236, 2.0291, 0.0638], [-0.8710, 1.0162, 0.8923], [-1.8213, 1.1994, 1.8892], [-2.0732, 0.3190, 2.9426], [0.1591, 2.0436, -1.0121], [0.1600, 3.0354, -1.9971], [1.0808, 2.9702, -3.0241], [2.0018, 1.9255, -3.0401], [1.9908, 0.9524, -2.0499], [1.0598, 0.9611, -0.9996], [-5.0899, -1.3822, 5.7948], [-5.0580, -1.2370, 4.0317], [-5.5178, 0.1460, 5.0292], [-3.3471, -0.2030, 7.2051], [-3.7243, 1.3427, 6.4462], [-2.0635, 0.7375, 6.4366], [-2.7800, -2.1929, 5.8727], [-1.4500, -1.3391, 5.0935], [-2.6835, -2.1478, 4.1127], [-4.5369, 2.0800, 4.4421], [-4.0895, 3.6350, 2.6110], [-1.4800, -0.5791, 3.0267], [-0.5714, 3.8365, -1.9742], [1.0837, 3.7184, -3.8057], [2.7315, 1.8688, -3.8402], [2.7318, 0.1646, -2.1104], [0.1623, -2.2655, 2.0886], [-0.4783, -2.0508, 1.0728], [-1.6584, -2.7391, 0.5308], [-2.4966, -3.6130, 1.2141], [-3.6181, -4.0975, 0.5620], [-3.8888, -3.7180, -0.7525], [-3.0401, -2.8602, -1.4403], [-1.9167, -2.3683, -0.7910], [-0.5806, -1.3082, -1.4439], [0.5360, -2.4812, -2.2646], [1.8727, -2.5175, -1.8716], [2.7399, -3.4481, -2.4268], [2.2783, -4.3406, -3.3813], [0.9462, -4.3138, -3.7745], [0.0773, -3.3929, -3.2144], [-1.3709, -0.3135, -2.7304], [-0.8521, -0.1778, -4.0125], [-1.4760, 0.6615, -4.9264], [-2.6130, 1.3671, -4.5633], [-3.1318, 1.2403, -3.2802], [-2.5110, 0.4067, -2.3659], [-2.2738, -3.8917, 2.2363], [-4.2940, -4.7694, 1.0738], [-4.7736, -4.1004, -1.2445], [-3.2605, -2.5715, -2.4608], [2.2557, -1.8232, -1.1283], [3.7735, -3.4771, -2.1110], [2.9537, -5.0667, -3.8142], [0.5848, -5.0185, -4.5115], [-0.9640, -3.3854, -3.5135], [0.0402, -0.7210, -4.2983], [-1.0715, 0.7614, -5.9250], [-3.0983, 2.0159, -5.2805], [-4.0196, 1.7895, -2.9949], [-2.9172, 0.3054, -1.3639]], "forces_ev_per_a": [[-0.2, -0.2, 0.4], [0.0, 0.0, 0.0], [0.0, 0.0, 0.1], [0.0, 0.0, -0.1], [0.0, 0.0, 0.1], [0.1, 0.0, 0.0], [0.0, 0.0, 0.0], [0.1, 0.0, -0.1], [0.0, -0.1, 0.0], [0.1, 0.0, 0.0], [0.0, 0.0, 0.0], [0.0, 0.0, 0.0], [0.0, 0.0, 0.0], [0.0, 0.0, 0.0], [0.0, 0.0, 0.0], [0.0, 0.0, 0.0], [0.0, 0.0, 0.0], [0.0, 0.0, 0.0], [0.0, 0.0, 0.0], [0.0, 0.0, 0.0], [0.0, 0.0, 0.0], [0.0, 0.0, 0.0], [0.0, 0.0, 0.0], [0.0, 0.0, 0.0], [0.0, 0.0, 0.0], [0.0, 0.0, 0.0], [0.0, 0.0, 0.0], [0.0, 0.0, 0.0], [0.0, 0.0, 0.0], [0.0, 0.0, 0.0], [0.0, 0.0, 0.0], [0.0, 0.0, 0.0], [0.0, 0.0, 0.0], [0.0, 0.0, 0.0], [0.0, 0.0, -0.1], [-0.1, 0.0, 0.0], [0.0, 0.0, 0.0], [0.0, 0.0, 0.0], [0.0, 0.0, 0.0], [0.0, 0.0, 0.0], [0.0, 0.0, 0.0], [-0.1, 0.0, 0.0], [0.1, 0.1, -0.2], [0.0, 0.0, 0.0], [0.0, 0.0, 0.0], [0.0, 0.0, 0.0], [0.0, 0.0, 0.0], [0.0, 0.0, 0.0], [0.0, 0.0, 0.0], [0.0, 0.0, 0.0], [0.0, 0.0, 0.0], [0.0, 0.0, 0.0], [0.0, 0.0, 0.0], [0.0, 0.0, 0.0], [0.0, 0.0, 0.0], [0.0, 0.0, 0.0], [0.0, 0.0, 0.0], [0.0, 0.0, 0.0], [0.0, 0.0, 0.0], [0.0, 0.2, -0.1], [0.0, -0.1, -0.2], [0.0, 0.1, 0.0], [0.0, 0.0, 0.0], [0.0, 0.0, 0.0], [0.0, 0.0, 0.0], [0.0, 0.0, 0.0], [0.1, 0.0, 0.1], [0.1, 0.0, 0.1], [0.0, 0.0, 0.0], [-0.1, -0.1, 0.0], [0.0, 0.0, 0.0], [0.0, 0.0, 0.0], [0.0, 0.0, 0.0], [0.0, 0.0, 0.0], [-0.1, 0.0, 0.1], [0.1, 0.0, 0.0], [0.0, 0.0, 0.0], [0.0, 0.0, 0.0], [0.0, 0.0, 0.0], [0.0, 0.0, 0.0], [0.0, 0.0, 0.0], [0.0, 0.0, 0.0], [0.0, 0.0, 0.0], [0.0, 0.0, 0.0], [0.0, 0.0, 0.0], [0.0, 0.0, 0.0], [0.0, 0.0, 0.0], [0.0, 0.0, 0.0], [0.0, 0.0, 0.0], [0.0, 0.0, 0.0], [0.0, 0.0, 0.0], [0.0, 0.0, 0.0], [0.0, 0.0, 0.0], [0.0, 0.0, 0.0]], "lowdin_spin": [2.04, 0.00, 0.00, 0.00, 0.00, 0.00, 0.00, 0.01, 0.00, 0.00, 0.00, 0.00, 0.00, 0.00, 0.00, 0.00, 0.00, 0.00, 0.00, 0.00, 0.00, 0.00, 0.00, 0.00, 0.00, 0.00, 0.00, 0.00, 0.00, 0.00, 0.00, 0.00, 0.01, 0.02, 0.00, 0.00, 0.00, 0.00, 0.00, 0.00, 0.00, 0.00, -0.02, 0.00, 0.00, 0.00, 0.00, 0.00, 0.00, 0.00, 0.00, 0.00, 0.00, 0.00, 0.00, 0.00, 0.00, 0.00, 0.00, 0.01, -0.05, -0.01, 0.00, 0.00, 0.00, 0.00, 0.00, -0.01, 0.00, 0.01, 0.00, 0.00, 0.00, 0.00, 0.00, 0.00, 0.00, 0.00, 0.00, 0.00, 0.00, 0.00, 0.00, 0.00, 0.00, 0.00, 0.00, 0.00, 0.00, 0.00, 0.00, 0.00, 0.00, 0.00], "charge": 1, "spin_multiplicity": 3, "e_homo_ha": [-0.3805, -0.3749], "relative_energy_ev": 1.932}

***

{"formula": "C24H28N6O2S", "method": "ωB97M-V/def2-TZVPD", "species": ["C", "C", "C", "C", "C", "C", "C", "H", "H", "H", "C", "O", "N", "H", "C", "C", "N", "N", "C", "N", "C", "H", "H", "H", "S", "C", "H", "C", "O", "N", "C", "H", "C", "N", "C", "C", "C", "C", "C", "C", "H", "H", "H", "H", "H", "C", "H", "C", "H", "H", "H", "H", "H", "H", "H", "H", "H", "H", "H", "H", "H"], "positions_angstrom": [[-2.8139, -3.7942, 0.6273], [-1.3237, -3.6515, 0.6796], [-0.6187, -3.2149, -0.4326], [0.7588, -3.0332, -0.3859], [1.4528, -3.3280, 0.7835], [0.7583, -3.7821, 1.8904], [-0.6176, -3.9297, 1.8440], [-1.1488, -4.2761, 2.7191], [1.2934, -4.0210, 2.7978], [2.5264, -3.2250, 0.8263], [1.4186, -2.5004, -1.6121], [1.0329, -2.7552, -2.7345], [2.4911, -1.6967, -1.3665], [2.6392, -1.3770, -0.4158], [3.0223, -0.8486, -2.4193], [2.7397, 0.5539, -2.0218], [1.6128, 1.1844, -2.2241], [1.6090, 2.2929, -1.4775], [2.7329, 2.3277, -0.8199], [3.5180, 1.2602, -1.1509], [4.8316, 0.9550, -0.6645], [5.2862, 1.8703, -0.2844], [4.7709, 0.2158, 0.1376], [5.4424, 0.5616, -1.4765], [3.1164, 3.4333, 0.4761], [2.9681, 2.2111, 1.8563], [3.9662, 1.8331, 2.0794], [2.0859, 1.0268, 1.4936], [2.6138, -0.0461, 1.2127], [0.7605, 1.1873, 1.5240], [0.0225, 2.4182, 1.7035], [0.6926, 3.2689, 1.8057], [-0.8879, 2.6453, 0.4891], [-1.7644, 1.5057, 0.3129], [-3.0145, 1.6835, -0.2725], [-3.4875, 0.8584, -1.2944], [-4.7655, 1.0194, -1.7966], [-5.6004, 2.0063, -1.3041], [-5.1401, 2.8345, -0.2937], [-3.8696, 2.6744, 0.2202], [-3.5418, 3.3152, 1.0255], [-5.7809, 3.6077, 0.1052], [-6.5958, 2.1311, -1.7023], [-5.1058, 0.3715, -2.5914], [-2.8500, 0.1006, -1.7215], [-0.9962, 0.3097, 0.0517], [-1.6631, -0.5446, -0.0617], [-0.1083, 0.0541, 1.2710], [0.5071, -0.8334, 1.1250], [-0.7435, -0.0900, 2.1521], [-0.3739, 0.4057, -0.8507], [-1.4720, 3.5508, 0.6426], [-0.2519, 2.7806, -0.3999], [-0.5880, 2.3234, 2.6096], [2.5910, 2.7638, 2.7142], [2.4854, -1.1022, -3.3371], [4.0946, -1.0249, -2.5496], [-1.1309, -3.0044, -1.3600], [-3.2887, -2.8456, 0.8825], [-3.1392, -4.0731, -0.3719], [-3.1585, -4.5443, 1.3352]], "forces_ev_per_a": [[0.0, 0.1, 0.0], [0.1, 0.0, 0.0], [0.2, 0.0, 0.0], [-0.2, -0.2, 0.2], [0.0, 0.0, -0.2], [0.0, 0.0, 0.1], [0.0, 0.0, 0.0], [-0.1, 0.0, 0.1], [0.0, 0.0, 0.1], [0.1, 0.0, 0.0], [0.3, 0.0, 0.0], [-0.2, 0.0, -0.2], [0.2, -0.1, 0.2], [-0.2, 0.0, 0.0], [0.0, -0.2, -0.1], [0.4, 0.2, 0.1], [-0.1, -0.8, -0.8], [0.0, 0.7, 0.4], [0.5, 0.3, 0.2], [-0.7, 0.2, -0.6], [0.5, -0.3, 0.2], [0.0, -0.1, -0.1], [0.0, 0.1, 0.0], [0.0, 0.1, 0.0], [-0.1, -0.1, 0.1], [0.2, 0.2, -0.2], [-0.2, -0.1, 0.0], [0.1, 0.1, 0.3], [0.3, -0.2, 0.0], [-0.1, -0.1, 0.1], [-0.2, 0.4, -0.1], [0.0, -0.1, 0.0], [0.2, 0.3, 0.1], [0.0, -0.1, 0.2], [-0.2, 0.0, -0.1], [0.2, 0.0, 0.0], [-0.2, 0.0, 0.0], [-0.1, -0.1, -0.1], [0.0, 0.1, 0.0], [0.0, 0.1, 0.0], [0.0, 0.0, 0.1], [0.0, 0.1, 0.0], [-0.1, 0.0, 0.0], [0.0, -0.1, -0.1], [0.1, -0.1, 0.0], [0.1, -0.2, 0.2], [0.0, 0.0, 0.0], [-0.1, -0.5, -0.3], [-0.1, 0.1, 0.1], [0.0, 0.0, -0.1], [-0.1, -0.1, 0.0], [0.0, 0.0, 0.0], [-0.2, 0.1, 0.2], [0.0, 0.1, 0.0], [0.0, 0.0, 0.0], [0.2, 0.1, 0.1], [-0.1, 0.0, -0.1], [-0.1, 0.0, -0.1], [-0.1, 0.0, 0.0], [-0.1, 0.0, 0.0], [-0.1, 0.0, 0.0]], "mulliken_charge": [-1.55, 1.06, -0.41, 0.28, -0.16, -0.80, -0.73, 0.42, 0.42, 0.51, 0.03, -0.69, -0.05, 0.23, -1.14, 0.81, -0.75, -0.26, 0.35, 0.14, -1.08, 0.39, 0.30, 0.44, -0.25, -1.25, 0.49, 0.64, -0.64, 0.36, -0.85, 0.51, -0.59, 0.28, 0.41, -0.29, -0.82, -0.47, -0.68, -0.24, 0.41, 0.36, 0.38, 0.37, 0.42, -0.82, 0.67, -0.61, 0.04, 0.19, 0.17, 0.56, 0.12, 0.28, 0.60, 0.50, 0.39, 0.47, 0.27, 0.38, 0.43], "smiles": "Cc1cccc(C(=O)NCc2nnc(SCC(=O)N3CCN(c4ccccc4)CC3)n2C)c1", "charge": 0, "e_homo_ha": -0.2804, "relative_energy_ev": 0.000}